Entry 1:
{
  "formula": "C17H28ClN5O7STi",
  "method": "ωB97M-V with the def2-TZVPD basis set",
  "e_tot_ev": -86336.98740,
  "s2": 2.029,
  "charge": -2,
  "gap_ev": [4.64, 6.26],
  "multiplicity": 3,
  "species": ["Ti", "C", "C", "N", "C", "S", "N", "N", "C", "C", "C", "C", "C", "C", "C", "N", "H", "H", "H", "H", "H", "H", "H", "H", "H", "H", "H", "H", "H", "O", "Cl", "O", "O", "O", "N", "C", "C", "C", "O", "O", "H", "H", "H", "H", "H", "H", "C", "C", "C", "C", "O", "H", "H", "H", "H", "H", "H", "H", "H", "H"],
  "positions_angstrom": [[-0.52, 0.33, -0.71], [4.17, 1.40, 1.74], [3.35, 2.05, 2.86], [2.34, 3.01, 2.45], [1.14, 2.58, 1.84], [0.04, 3.87, 1.51], [1.00, 1.30, 1.78], [-0.10, 0.67, 1.25], [-0.48, -0.40, 1.96], [0.24, -0.69, 3.25], [-1.54, -1.18, 1.44], [-2.31, -2.11, 2.17], [-3.44, -2.65, 1.61], [-3.81, -2.28, 0.30], [-3.00, -1.40, -0.39], [-1.88, -0.87, 0.12], [4.70, 0.53, 2.12], [3.50, 1.09, 0.94], [4.90, 2.10, 1.32], [2.82, 1.27, 3.40], [4.02, 2.56, 3.56], [2.69, 3.84, 1.99], [0.25, 0.20, 3.87], [-0.21, -1.52, 3.80], [1.27, -0.94, 3.01], [-2.05, -2.33, 3.20], [-4.05, -3.35, 2.19], [-4.71, -2.67, -0.16], [-3.24, -1.13, -1.41], [1.36, 0.66, -3.09], [1.62, 1.68, -2.13], [2.17, 2.83, -2.80], [2.54, 1.23, -1.14], [0.38, 2.09, -1.49], [-2.13, 1.90, -0.22], [-3.13, 2.35, -1.19], [-2.58, 2.33, -2.61], [-2.33, 0.88, -3.08], [-3.00, 0.46, -4.03], [-1.47, 0.22, -2.43], [-2.56, 1.66, 0.66], [-1.45, 2.65, -0.01], [-3.49, 3.36, -0.95], [-3.99, 1.68, -1.13], [-1.63, 2.87, -2.62], [-3.28, 2.80, -3.30], [0.86, -3.20, -0.19], [1.15, -2.12, -1.25], [2.66, -2.06, -1.53], [0.40, -2.48, -2.55], [0.73, -0.89, -0.76], [1.17, -4.19, -0.56], [-0.20, -3.21, 0.04], [1.41, -2.98, 0.72], [3.05, -3.05, -1.81], [3.17, -1.70, -0.64], [2.84, -1.35, -2.34], [0.77, -3.44, -2.94], [0.56, -1.69, -3.27], [-0.67, -2.55, -2.35]]
}

Entry 2:
{
  "formula": "C17H28FN4",
  "method": "ωB97M-V with the def2-TZVPD basis set",
  "e_tot_ev": -26750.82866,
  "charge": 1,
  "gap_ev": 6.39,
  "species": ["C", "C", "C", "C", "C", "N", "F", "H", "H", "H", "H", "H", "H", "H", "H", "H", "H", "H", "H", "H", "N", "C", "C", "C", "C", "H", "H", "H", "H", "H", "N", "C", "C", "C", "C", "H", "H", "H", "H", "H", "N", "C", "C", "C", "C", "H", "H", "H", "H", "H"],
  "positions_angstrom": [[4.20, -0.93, 1.41], [4.30, 0.62, 1.33], [2.96, 1.33, 1.02], [2.09, 0.65, -0.07], [0.96, -0.28, 0.45], [0.71, -0.17, 1.91], [-0.38, -0.91, 2.21], [4.93, -1.39, 0.74], [3.22, -1.35, 1.15], [4.42, -1.28, 2.43], [4.63, 0.98, 2.31], [5.07, 0.90, 0.61], [2.45, 1.52, 1.98], [3.22, 2.32, 0.63], [1.69, 1.39, -0.76], [2.76, 0.02, -0.68], [0.04, 0.01, -0.06], [1.14, -1.33, 0.23], [0.50, 0.80, 2.18], [1.52, -0.49, 2.46], [-1.87, -2.22, -1.46], [-2.77, -3.07, -2.04], [-2.76, -2.83, -3.39], [-1.82, -1.79, -3.63], [-1.28, -1.44, -2.42], [-1.68, -2.17, -0.48], [-3.33, -3.77, -1.45], [-3.36, -3.34, -4.13], [-1.56, -1.35, -4.58], [-0.54, -0.70, -2.17], [1.84, 1.35, 7.27], [0.92, 0.49, 6.74], [0.88, 0.71, 5.39], [1.82, 1.74, 5.09], [2.39, 2.11, 6.28], [2.07, 1.42, 8.24], [0.37, -0.19, 7.36], [0.24, 0.19, 4.69], [2.04, 2.16, 4.12], [3.14, 2.85, 6.50], [-4.32, -0.21, -5.14], [-3.60, 0.21, -6.23], [-4.14, 1.39, -6.67], [-5.22, 1.70, -5.80], [-5.30, 0.70, -4.87], [-4.15, -1.05, -4.62], [-2.77, -0.37, -6.61], [-3.80, 1.97, -7.51], [-5.87, 2.56, -5.86], [-5.98, 0.55, -4.05]]
}

Entry 3:
{
  "formula": "C17H28MgN2Si",
  "method": "ωB97M-V with the def2-TZVPD basis set",
  "e_tot_ev": -34382.41660,
  "gap_ev": [7.75, 5.71],
  "e_above_lowest_ev": 1.997,
  "species": ["C", "C", "C", "H", "C", "H", "H", "H", "C", "H", "H", "C", "H", "H", "C", "H", "H", "C", "H", "H", "Mg", "H", "C", "C", "C", "C", "C", "C", "N", "N", "Si", "C", "C", "C", "H", "H", "H", "H", "H", "H", "H", "H", "H", "H", "H", "H", "H", "H", "H"],
  "positions_angstrom": [[1.59, 2.19, -2.78], [0.86, 2.65, 0.49], [0.45, 2.65, -1.89], [1.34, 1.28, -3.35], [-0.56, 2.86, 0.40], [1.16, 2.80, 1.55], [0.70, 3.70, -1.68], [-1.03, 3.11, 1.38], [-0.99, 2.58, -2.08], [-1.36, 1.67, -2.59], [-1.25, 3.44, -2.77], [2.47, 1.75, -1.55], [3.54, 1.77, -1.81], [2.20, 0.71, -1.28], [2.21, 2.65, -0.29], [2.44, 3.69, -0.56], [2.97, 2.35, 0.45], [-1.63, 2.84, -0.70], [-2.19, 3.79, -0.68], [-2.37, 2.03, -0.50], [-0.15, 1.05, 0.64], [2.04, 2.84, -3.48], [3.64, 0.55, 2.13], [2.65, -0.57, 1.93], [3.00, -1.85, 2.35], [2.11, -2.90, 2.16], [0.93, -2.68, 1.48], [0.63, -1.36, 1.04], [1.48, -0.32, 1.35], [-0.47, -0.97, 0.37], [-1.94, -1.80, 0.02], [-1.50, -3.21, -1.13], [-2.65, -2.37, 1.66], [-3.15, -0.63, -0.80], [4.26, 0.71, 1.23], [3.14, 1.49, 2.41], [4.32, 0.26, 2.95], [3.96, -1.96, 2.86], [2.35, -3.89, 2.54], [0.20, -3.47, 1.30], [-0.60, -3.72, -0.77], [-2.31, -3.95, -1.20], [-1.29, -2.83, -2.13], [-3.06, -1.51, 2.21], [-3.45, -3.12, 1.53], [-1.86, -2.82, 2.28], [-3.48, 0.17, -0.13], [-2.73, -0.17, -1.71], [-4.05, -1.19, -1.10]]
}

Entry 4:
{
  "formula": "C17H28N3O7Ru",
  "method": "ωB97M-V with the def2-TZVPD basis set",
  "e_tot_ev": -39453.16526,
  "s2": 0.754,
  "charge": 2,
  "gap_ev": [8.96, 7.33],
  "multiplicity": 2,
  "e_above_lowest_ev": 0.000,
  "species": ["Ru", "C", "C", "O", "C", "C", "O", "C", "C", "O", "C", "C", "O", "H", "H", "H", "H", "H", "H", "H", "H", "H", "H", "H", "H", "H", "H", "H", "H", "N", "C", "C", "C", "O", "O", "H", "H", "H", "H", "H", "H", "N", "C", "O", "C", "C", "C", "N", "C", "C", "H", "H", "H", "H", "H", "H"],
  "positions_angstrom": [[-0.05, 0.44, 0.52], [-2.35, -0.43, -1.15], [-2.44, 1.06, -1.33], [-1.29, 1.68, -0.68], [-1.57, 2.90, 0.04], [-2.11, 2.55, 1.40], [-1.22, 1.61, 2.04], [-1.91, 1.04, 3.20], [-1.25, -0.24, 3.66], [-1.18, -1.16, 2.60], [-2.34, -1.87, 2.22], [-2.25, -1.99, 0.72], [-2.04, -0.64, 0.23], [-1.59, -0.89, -1.79], [-3.32, -0.87, -1.39], [-3.34, 1.43, -0.83], [-2.45, 1.36, -2.37], [-2.29, 3.50, -0.52], [-0.64, 3.46, 0.09], [-3.09, 2.08, 1.29], [-2.22, 3.44, 2.02], [-2.94, 0.83, 2.90], [-1.92, 1.79, 3.99], [-1.79, -0.62, 4.52], [-0.21, -0.06, 3.96], [-3.26, -1.34, 2.50], [-2.36, -2.86, 2.68], [-3.18, -2.37, 0.29], [-1.42, -2.62, 0.41], [1.40, 1.92, 0.71], [2.84, 1.60, 0.99], [2.92, 0.61, 2.14], [2.40, -0.71, 1.67], [3.09, -1.65, 1.38], [1.06, -0.79, 1.47], [1.38, 2.52, -0.12], [1.06, 2.51, 1.47], [3.35, 2.53, 1.22], [3.27, 1.17, 0.08], [2.36, 0.99, 3.00], [3.96, 0.49, 2.45], [3.37, -2.99, -4.73], [2.44, -2.01, -4.78], [1.97, -1.55, -5.79], [1.93, -1.48, -3.45], [1.45, -0.17, -3.45], [0.91, 0.34, -2.29], [0.82, -0.39, -1.16], [1.28, -1.65, -1.16], [1.84, -2.22, -2.29], [3.72, -3.35, -5.60], [3.83, -3.26, -3.88], [1.49, 0.42, -4.35], [0.53, 1.35, -2.25], [1.20, -2.20, -0.23], [2.18, -3.25, -2.23]]
}